ORCA calculation (wB97M-V/def2-TZVPD) on a molecular structure, C20H26AuBrN3O4SSe.

Properties
HOMO level (alpha / beta): -0.4251 / -0.4457 hartree
frontier orbital gap (alpha / beta): 8.84 / 6.33 eV
M: 760.3 g mol⁻¹

ORCA input file:
```
! wB97M-V def2-TZVPD RIJCOSX def2/J DEFGRID3
* xyz 1 3
Au -2.60 2.72 0.47
O -2.01 -1.43 1.38
S -2.65 -0.33 0.70
O -4.01 -0.04 1.00
O -1.76 0.94 1.04
O -2.44 -0.43 -0.81
Br -5.71 8.33 -1.33
C -4.83 6.76 -0.83
C -3.46 6.78 -0.57
C -2.85 5.61 -0.20
N -3.51 4.45 -0.09
C -4.83 4.44 -0.34
C -5.52 5.57 -0.71
H -2.89 7.69 -0.64
H -1.79 5.58 0.02
H -5.33 3.48 -0.24
H -6.58 5.51 -0.91
C 2.56 2.43 0.68
C 3.10 1.00 0.82
C 2.64 0.31 2.10
C 1.17 -0.07 2.10
N 0.91 -1.18 1.17
C 0.32 -1.12 -0.03
Se -0.24 0.44 -0.89
N 0.18 -2.35 -0.53
C -0.41 -2.69 -1.84
C 0.51 -2.36 -3.01
C 1.91 -2.98 -2.96
C 2.92 -2.22 -2.12
C 0.67 -3.25 0.39
C 0.76 -4.65 0.37
C 1.30 -5.24 1.48
C 1.75 -4.49 2.59
C 1.67 -3.12 2.61
C 1.13 -2.51 1.47
H 2.89 2.88 -0.26
H 2.92 3.05 1.50
H 1.47 2.46 0.70
H 4.19 1.03 0.80
H 2.80 0.40 -0.05
H 2.81 0.98 2.95
H 3.25 -0.58 2.28
H 0.52 0.75 1.81
H 0.83 -0.41 3.08
H -1.36 -2.18 -1.91
H -0.61 -3.76 -1.81
H 0.60 -1.28 -3.12
H -0.02 -2.71 -3.90
H 2.29 -3.03 -3.99
H 1.83 -4.02 -2.62
H 2.95 -1.17 -2.41
H 3.92 -2.63 -2.26
H 2.71 -2.27 -1.05
H 0.41 -5.23 -0.47
H 1.38 -6.32 1.52
H 2.16 -5.01 3.44
H 2.01 -2.54 3.45
*
```

Atom charges from the Löwdin analysis, given in e for atoms 1 to 6: Au 0.887; O -0.273; S 0.294; O -0.276; O -0.659; O -0.458

ORCA calculation (wB97M-V/def2-TZVPD) on C5H6O2 in the gas phase in a non-equilibrium geometry.

Properties
HOMO level: -0.3584 hartree
frontier orbital gap: 10.63 eV
M: 98.1 g mol⁻¹

ORCA input file:
```
! wB97M-V def2-TZVPD RIJCOSX def2/J DEFGRID3
* xyz 0 1
O -2.60 0.08 -0.80
C -1.88 -0.22 0.13
C -0.65 0.60 0.50
O 0.21 -0.04 1.47
C 1.34 0.05 0.56
C 1.01 -0.79 -0.66
C 0.45 0.59 -0.50
H -2.04 -1.11 0.78
H -0.93 1.62 0.79
H 2.28 0.38 0.99
H 1.60 -0.75 -1.56
H 0.49 -1.73 -0.46
H 0.73 1.32 -1.24
*
```

Atom charges from the Löwdin analysis, given in e for atoms 1 to 6: O 0.066; C -0.181; C -0.242; O -0.047; C -0.202; C -0.034

ORCA calculation (wB97M-V/def2-TZVPD) on 7 unconnected molecules or ions with the total composition C4H25N2O6S2 in a non-equilibrium geometry.

Properties
HOMO level: -0.4179 hartree
frontier orbital gap: 8.66 eV
M: 261.4 g mol⁻¹

ORCA input file:
```
! wB97M-V def2-TZVPD RIJCOSX def2/J DEFGRID3
* xyz 1 1
S 3.01 -2.08 0.03
S 1.66 -1.04 -1.04
C 0.94 0.39 -0.14
C -0.55 0.53 -0.34
C -0.88 1.99 0.32
N -0.01 2.72 -0.68
C -0.72 3.64 -1.61
N -1.19 -0.56 0.57
H 3.99 -1.22 0.27
H 1.37 0.44 0.86
H 1.53 1.35 -0.72
H -0.81 0.66 -1.46
H -0.27 2.15 1.22
H -1.87 2.01 0.49
H 0.73 3.30 -0.22
H -1.26 2.91 -2.22
H -1.44 4.45 -1.15
H 0.17 4.14 -2.24
H -0.75 -0.75 1.49
H -1.35 -1.47 0.17
H -2.15 -0.05 0.66
H 0.16 -3.37 3.41
H 0.54 -2.47 2.18
O -0.03 -3.17 2.45
H -1.35 -1.80 -3.14
H 0.29 -1.43 -3.20
O -0.66 -1.27 -2.70
H -1.18 1.03 3.17
H -1.36 -0.22 4.11
O -1.12 0.12 3.25
H 1.33 1.55 -3.80
H -0.01 0.96 -3.68
O 0.32 1.72 -3.99
H -2.67 3.11 3.27
H -1.26 3.19 3.09
O -2.06 3.09 2.57
H -2.93 -2.98 0.74
H -1.88 -3.39 1.74
O -2.29 -2.56 1.24
*
```

Atom charges from the Löwdin analysis, given in e for atoms 1 to 6: S 0.347; S 0.417; C -0.521; C -0.305; C -0.139; N -0.192

ORCA calculation (wB97M-V/def2-TZVPD) on C4H5NO2 in the gas phase.

Properties
HOMO level: -0.2888 hartree
frontier orbital gap: 8.51 eV
M: 99.1 g mol⁻¹

ORCA input file:
```
! wB97M-V def2-TZVPD RIJCOSX def2/J DEFGRID3
* xyz 0 1
O 1.06 2.45 0.50
C 0.44 1.28 0.23
N 1.02 0.07 -0.01
C 0.30 -1.02 -0.63
C -0.92 -1.49 0.14
O -1.19 -1.10 1.24
C -0.54 2.09 0.46
H 1.66 -0.20 0.73
H 0.99 -1.87 -0.73
H 0.02 -0.75 -1.66
H -1.55 -2.24 -0.39
H -1.30 2.77 0.13
*
```

Atom charges from the Löwdin analysis, given in e for atoms 1 to 6: O -0.022; C -0.466; N 0.062; C -0.151; C -0.239; O 0.068